Formula: C10H19O3Si
Source: the Open Molecules 2025 dataset
Level of theory: ωB97M-V/def2-TZVPD

```
33
Properties=species:S:1:pos:R:3:forces:R:3
Si 0.71829 0.84794 -0.92283 0.3747 -1.7385 -0.0201
O 1.84101 0.74819 1.48366 1.5494 0.7892 -0.5072
O -1.13346 2.60756 1.21691 0.3536 -0.6862 0.0765
O -1.94860 0.76287 2.32860 -0.1883 0.5160 0.2521
C 0.90118 -0.03904 1.54259 -2.3171 -1.0480 0.9156
C 2.17743 -0.31458 -1.59457 -0.3750 -0.6339 -0.2803
C -0.09914 -0.15739 0.51815 0.5624 0.3149 -0.1697
C -1.33843 1.52063 1.65136 -0.5553 -0.1319 -0.3522
C -0.40229 1.19452 -2.44781 1.2155 -0.9864 0.3325
C -0.59268 -2.71940 -0.01930 -0.2894 -0.3434 2.7998
C 0.63666 -0.71949 2.90483 -1.0651 -1.6097 -0.7917
C -1.16222 -1.35497 0.54794 0.7864 1.3599 0.8448
C -2.36522 -0.85835 -0.29399 1.0417 -1.7717 -0.3162
C 1.37575 2.64960 -0.72193 -0.7147 -0.8260 -1.2797
H 0.75474 3.19563 -1.48705 0.5777 0.0848 1.1742
H 3.13367 -0.08668 -1.19508 1.1117 1.5340 0.2466
H -1.36430 -1.45082 1.68634 -0.2327 -0.0366 -2.1182
H -0.50709 -3.46065 0.88324 0.3683 1.2526 -1.5000
H -1.30266 -3.25452 -0.65765 0.3064 0.4264 -0.4425
H -3.36661 -1.14429 -0.03733 -0.4171 -0.4992 0.3319
H 0.30020 1.78421 -3.02516 0.2077 -0.2748 -0.8726
H -2.15651 -1.10421 -1.33177 -0.1823 -0.7863 -0.3063
H 2.33611 -1.37500 -1.30738 -1.4944 0.0141 -0.0232
H -1.12672 1.90724 -2.21904 -1.5290 1.2269 0.8131
H 0.39603 -2.48467 -0.43097 -0.3726 -0.6399 -0.2518
H 2.42979 2.78371 -0.98015 -0.0742 -0.2674 0.0636
H 2.26529 -0.32953 -2.69184 -0.0177 0.2577 0.1378
H 0.70573 -1.87296 2.85999 -0.1510 1.7650 0.1001
H -0.38661 -0.40859 3.20874 0.6062 -0.6400 -0.1107
H -2.32503 0.16016 -0.41361 -0.1832 2.7213 0.5121
H -0.90538 0.40561 -3.00040 0.3503 -0.2165 -0.1627
H 1.29599 -0.33219 3.63863 0.9536 0.2240 0.5805
H 1.21509 2.89944 0.30688 -0.2064 0.6493 0.3239
```
Positions in Å, forces in eV/Å.

Summary:
- Lowest unoccupied orbital energy: 3.5150 eV
- Charge: -1


Formula: CH3BrO2
Source: the Open Molecules 2025 dataset
Level of theory: ωB97M-V/def2-TZVPD

```
7
Properties=species:S:1:pos:R:3:forces:R:3
Br -0.47169 -3.20152 -1.99642 0.6082 -3.6127 -4.8418
O -0.75829 -2.16304 -0.55063 1.0794 3.8106 4.3736
O 0.36902 0.43041 0.28745 1.5866 -0.2913 -1.0745
C -0.64670 0.85419 0.72102 -0.6703 0.2592 1.9002
H -0.69487 1.82790 1.25638 -0.0959 0.0640 -0.5267
H 0.16916 -1.75021 -0.49000 -1.7653 -0.1446 0.5008
H -1.50318 0.19425 0.83092 -0.7427 -0.0853 -0.3316
```
Positions in Å, forces in eV/Å.

Summary:
- Lowest unoccupied orbital energy (alpha / beta): 0.7053 / -2.6937 eV
- Multiplicity: 3


Formula: C8H12N2OS
Source: the Open Molecules 2025 dataset
Level of theory: ωB97M-V/def2-TZVPD

```
24
Properties=species:S:1:pos:R:3:forces:R:3
S 1.34160 -1.88166 0.24470 0.8911 -0.4928 -0.0599
O -3.50262 0.06178 0.25921 -0.2316 -0.6672 0.4380
N 1.45096 0.64701 -0.22109 1.0894 -0.1989 0.1674
N -0.66066 -0.24766 -0.42633 -2.8245 0.6315 1.1553
C 0.64010 -0.36894 -0.11142 0.3516 1.1255 -0.6519
C -1.34517 1.12486 -0.26001 0.4982 -1.0089 0.7974
C -1.52584 -1.41590 -0.10161 0.6366 -0.5898 -1.0776
C -2.57385 1.00675 0.70480 1.3544 0.0705 -0.1449
C 3.88864 1.18158 0.00905 1.8766 0.7239 -1.5892
C -2.97439 -1.08135 -0.38727 -0.3930 -0.4190 -0.4913
C 2.92043 -1.11888 0.15796 0.6728 -1.2670 0.8570
C 2.75745 0.21060 -0.04727 0.2542 -0.3943 0.5996
H -1.21127 -2.21950 -0.88082 -0.6226 0.9022 1.6055
H 3.84107 -1.71911 0.46011 -1.4684 1.1455 -0.6189
H -1.60099 1.51270 -1.24713 -0.3086 -0.2404 0.0585
H -1.43218 -1.80584 0.93748 0.3816 0.3055 -0.5196
H 4.89697 0.75257 0.42462 -2.1934 0.6840 -0.4261
H -0.62700 1.84514 0.15668 -0.0604 -0.4635 -0.0447
H 3.54461 2.09626 0.56266 0.6501 -0.7827 -0.5769
H -3.12624 1.93087 0.65900 0.0594 0.5933 0.2342
H 4.18462 1.46526 -1.09918 -0.7123 -0.1472 2.1303
H -2.99251 -0.87014 -1.46308 -0.4296 -0.3096 -0.0682
H -3.64665 -1.94475 -0.11624 0.7580 0.8139 -0.4798
H -2.24708 0.83835 1.78518 -0.2294 -0.0144 -1.2942
```
Positions in Å, forces in eV/Å.

Summary:
- Lowest unoccupied orbital energy: 0.6725 eV
- SMILES: Cc1csc(N2CCOCC2)n1


Formula: C4H8O2
Source: the Open Molecules 2025 dataset
Level of theory: ωB97M-V/def2-TZVPD

```
14
Properties=species:S:1:pos:R:3:forces:R:3
O -1.00700 -1.09306 -1.07510 -0.2479 0.1007 0.0516
O -1.00923 1.49523 -0.53460 0.1942 0.1965 -0.0349
C 0.41346 -0.16019 0.74513 0.0557 -0.1188 -0.0484
C -0.83400 0.67644 0.59023 -0.0953 -0.0886 0.1820
C -0.89371 -0.78829 0.28307 -0.2080 -0.1354 0.2423
C 1.48830 -0.24709 -0.30693 0.1021 0.0342 -0.0401
H -1.16651 -0.24073 -1.52122 -0.0232 -0.3056 0.0792
H 0.99436 -0.53047 -1.24114 0.4681 0.1716 0.0361
H -1.31811 1.04548 1.49372 0.1398 -0.0353 -0.1612
H 2.08029 0.66043 -0.45478 -0.0405 -0.0450 0.0911
H -0.22259 2.04590 -0.63262 -0.1488 -0.0437 -0.0356
H -1.40779 -1.51019 0.90810 -0.0873 0.2522 0.0254
H 0.72392 -0.28397 1.78498 -0.1555 -0.1789 -0.3191
H 2.15860 -1.06950 -0.03883 0.0465 0.1958 -0.0683
```
Positions in Å, forces in eV/Å.

Summary:
- Lowest unoccupied orbital energy: 0.7478 eV
- SMILES: C[C@H]1[C@@H](O)[C@H]1O


Which F_max belongs to each record? In order, 2.84, 6.07, 3.12, 0.50 eV/Å.
Which molecular weight belongs to each record? In order, 215.34, 126.94, 184.26, 88.11 g mol⁻¹.